Run i
Formula: C3H11N3O
Source: the Open Molecules 2025 dataset
Level of theory: ωB97M-V/def2-TZVPD

Properties
LUMO energy (spin up / spin down)	0.6 / 0.6	eV

Each line ends with the Löwdin charge.
Cartesian coordinates (Å):
C 0.6343 0.1697 -0.5190  -0.47
C -0.3297 -0.9259 0.0006  -0.17
C 1.6583 -0.4679 -1.4571  -0.07
N -1.5551 -0.5202 0.6773  -0.07
N -2.3205 0.2857 -0.0121  0.02
N 1.3215 0.9023 0.5302  0.03
O -1.1578 0.8041 1.9129  -0.21
H -1.1789 0.6491 2.8645  0.01
H 0.0620 0.9012 -1.1053  0.12
H -3.1374 0.5810 0.5161  0.11
H -1.8802 1.0895 -0.4664  0.10
H 0.6356 1.2411 1.2143  0.04
H 1.9591 0.2825 1.0211  0.07
H -0.6688 -1.5559 -0.8297  0.13
H 0.1954 -1.5691 0.7086  0.12
H 1.1794 -0.9016 -2.3348  0.08
H 2.3710 0.2875 -1.7826  0.08
H 2.2119 -1.2530 -0.9386  0.08

---

Run ii
Formula: C3H11N3O
Source: the Open Molecules 2025 dataset
Level of theory: ωB97M-V/def2-TZVPD

Properties
LUMO energy	1.1	eV
SMILES	CON(N)[C@H](C)N

Each line ends with the Löwdin charge.
Cartesian coordinates (Å):
C -0.9314 -1.6555 -1.8840  -0.16
O 0.1547 -1.1358 -1.1790  -0.21
N -0.0029 0.3269 -0.5709  -0.14
N 0.9900 1.1514 -0.9906  0.05
C 0.0646 0.0691 0.8611  -0.46
C -0.7752 1.1388 1.5586  -0.05
N 1.4253 -0.0499 1.3580  0.05
H -1.6206 -2.1638 -1.1961  0.07
H -1.5043 -0.9254 -2.4695  0.08
H -0.5345 -2.4090 -2.5698  0.08
H 1.9262 0.7869 -0.7950  0.09
H 0.8801 1.3705 -1.9747  0.10
H -0.4009 -0.9350 0.9061  0.15
H -0.3194 2.1155 1.4020  0.07
H -0.8324 0.9296 2.6254  0.07
H -1.7809 1.1603 1.1484  0.07
H 1.8054 0.8615 1.5884  0.07
H 1.4559 -0.6363 2.1816  0.08

---

Run iii
Formula: C3H11N3O
Source: the Open Molecules 2025 dataset
Level of theory: ωB97M-V/def2-TZVPD

Properties
LUMO energy	0.8	eV
SMILES	CN(N)C=O.CN

Each line ends with the Löwdin charge.
Cartesian coordinates (Å):
C 0.2227 0.7422 -1.6344  -0.06
N 0.8997 -0.2949 -0.8806  -0.26
N 0.2509 -1.5396 -0.7080  0.07
C 2.1656 -0.1186 -0.3408  -0.32
O 2.7721 -0.9672 0.3049  0.00
H 0.3215 1.6945 -1.1051  0.09
H 0.7051 0.8317 -2.6117  0.08
H -0.8360 0.4987 -1.7612  0.09
H 0.7787 -2.0502 0.0142  0.09
H 0.4047 -2.0910 -1.5557  0.09
H 2.5783 0.8835 -0.5423  0.14
C -2.0078 0.3867 1.3658  -0.21
N -0.6920 0.6566 1.9226  -0.06
H -2.2275 1.0969 0.5639  0.06
H -2.7753 0.4853 2.1375  0.07
H -2.0510 -0.6267 0.9571  0.05
H -0.5083 -0.0153 2.6684  0.06
H -0.0012 0.4270 1.2054  0.02

---

Run iv
Formula: C3H11N3O
Source: the Open Molecules 2025 dataset
Level of theory: ωB97M-V/def2-TZVPD

Properties
LUMO energy (spin up / spin down)	0.9 / 0.9	eV

Each line ends with the Löwdin charge.
Cartesian coordinates (Å):
C -0.4936 0.5600 0.2439  -0.39
C 0.1784 -1.7770 -0.2782  -0.09
C -1.1388 0.8327 -1.0939  -0.04
N 0.2098 -0.6005 0.5759  -0.01
N 2.3244 1.1988 0.6161  -0.08
N -1.5001 -0.2580 1.2100  0.09
O 1.6091 0.4730 -0.3726  -0.35
H -0.1440 1.4244 0.8009  0.12
H 3.1949 0.6961 0.7875  0.05
H 2.5877 2.0923 0.2004  0.05
H -1.3876 -0.2049 2.2134  0.09
H -2.1980 -0.8743 0.8103  0.09
H 1.2015 -1.8825 -0.6405  0.09
H -0.0751 -2.6410 0.3341  0.08
H -0.4827 -1.7557 -1.1488  0.07
H -0.3532 1.1235 -1.7873  0.08
H -1.6598 -0.0366 -1.4945  0.07
H -1.8727 1.6297 -0.9766  0.08

---

Last place for stability: run iv

---

Run i
Formula: C3H11N3O
Source: the Open Molecules 2025 dataset
Level of theory: ωB97M-V/def2-TZVPD

Properties
LUMO energy	0.7	eV
SMILES	[H]/N=C(/C)N(C)O.N

Each line ends with the Löwdin charge.
Cartesian coordinates (Å):
H -0.5824 1.3577 -1.8137  0.03
N 0.2903 1.4833 -1.3070  0.11
C 0.5170 0.5995 -0.4171  -0.46
C 1.7509 0.7429 0.4219  -0.04
N 0.0712 -0.7903 -0.5860  -0.21
C 0.5376 -1.9419 0.1330  -0.06
O -1.0660 -0.9885 -1.3745  -0.04
H 2.2988 1.6259 0.1048  0.08
H 1.5063 0.8350 1.4797  0.08
H 2.4837 -0.0588 0.3674  0.07
H 1.6197 -2.0226 0.0228  0.08
H 0.0526 -2.8364 -0.2572  0.09
H 0.3105 -1.8618 1.2034  0.08
H -1.6788 -0.2519 -1.1123  0.06
N -1.8561 0.8230 0.7295  0.02
H -2.1686 1.1688 -0.1989  0.04
H -1.3101 1.2936 1.4439  0.04
H -2.7764 0.8224 1.1603  0.03

---

Run ii
Formula: C3H11N3O
Source: the Open Molecules 2025 dataset
Level of theory: ωB97M-V/def2-TZVPD

Properties
LUMO energy	0.9	eV
SMILES	C[C@@H](O)N(C)NN

Each line ends with the Löwdin charge.
Cartesian coordinates (Å):
C -1.6264 0.4377 -1.2956  -0.04
C -0.7519 0.8511 -0.1107  -0.46
O -1.5156 1.0070 1.0635  -0.02
N 0.3686 -0.0599 0.0236  -0.20
C 0.0773 -1.3638 0.5902  -0.08
N 1.4758 0.5904 0.6411  -0.13
N 2.7121 0.2561 0.0630  -0.01
H -2.1038 -0.5288 -1.1091  0.07
H -1.0200 0.3635 -2.1990  0.08
H -2.4056 1.1866 -1.4421  0.08
H -0.3177 1.8391 -0.2944  0.14
H -2.0500 0.2155 1.1940  0.08
H -0.7155 -1.8435 0.0204  0.08
H 0.9685 -1.9840 0.5048  0.08
H -0.2068 -1.3057 1.6467  0.08
H 1.5250 0.3717 1.6383  0.11
H 2.8189 -0.7477 -0.0959  0.06
H 2.7673 0.7149 -0.8388  0.07

---

Last place for stability: run i

---

Run i
Formula: C5H5NO
Source: the Open Molecules 2025 dataset
Level of theory: ωB97M-V/def2-TZVPD

Properties
LUMO energy	0.3	eV
SMILES	C#CC(=C)NC=O

Each line ends with the Löwdin charge.
Cartesian coordinates (Å):
C -1.7289 -1.0579 1.2345  0.15
C -0.6630 -0.4408 1.0384  -0.11
C 0.2548 0.3958 0.4695  -0.37
C 1.0751 1.1954 1.2057  0.10
N 0.4001 0.2430 -0.9252  0.10
C -0.0809 -0.6579 -1.8484  -0.27
O 0.2443 -0.4111 -3.0177  0.00
H -2.6811 -1.5813 1.5546  0.07
H 1.0751 1.0138 2.2156  0.04
H 1.8288 1.8492 0.8667  0.05
H 1.1685 0.8034 -1.1379  0.12
H -0.8927 -1.3516 -1.6559  0.13

---

Run ii
Formula: C5H5NO
Source: the Open Molecules 2025 dataset
Level of theory: ωB97M-V/def2-TZVPD

Properties
LUMO energy	0.4	eV
SMILES	N#CC1CC(=O)C1

Each line ends with the Löwdin charge.
Cartesian coordinates (Å):
N 0.7009 -2.3559 1.5293  0.16
C 0.2568 -1.6434 0.7436  -0.19
C -0.2962 -0.7152 -0.2460  -0.27
C 0.7924 0.2192 -0.8517  -0.04
C 0.3168 1.2731 0.1441  -0.39
O 0.8408 2.2247 0.6523  0.12
C -0.9802 0.5164 0.4172  -0.04
H -0.9049 -1.2642 -0.9664  0.14
H 0.5379 0.4985 -1.8763  0.13
H 1.8383 -0.0851 -0.7974  0.13
H -1.3059 0.4423 1.4557  0.13
H -1.7967 0.8896 -0.2043  0.13

---

Last place for stability: run i

---

Run i
Formula: C4H9N3O
Source: the Open Molecules 2025 dataset
Level of theory: ωB97M-V/def2-TZVPD

Properties
LUMO energy	0.9	eV

Each line ends with the Löwdin charge.
Cartesian coordinates (Å):
C -2.3696 0.5590 -1.5874  0.03
C -0.8882 0.0438 2.5719  -0.41
C 1.5020 -0.7173 2.7588  -0.03
C 0.5755 0.1520 -1.1760  -0.14
N -1.7238 0.3133 -0.4825  -0.13
N 0.1247 -0.3348 3.0134  0.09
N -0.4583 0.3755 -0.1684  -0.07
O -1.9990 0.2817 2.3965  0.12
H -3.4328 0.7143 -1.3261  0.08
H -1.7521 0.8946 -2.3602  0.04
H 2.0410 0.0180 3.2715  0.07
H 1.5586 -1.6929 3.0098  0.06
H 1.6543 -0.4959 1.7776  0.04
H 0.4557 0.8074 -1.9737  0.03
H 1.6210 0.2069 -0.8022  0.08
H 0.6128 -0.7942 -1.6452  0.06
H -2.1976 0.1708 0.3373  0.07

---

Run ii
Formula: C4H9N3O
Source: the Open Molecules 2025 dataset
Level of theory: ωB97M-V/def2-TZVPD

Properties
LUMO energy	0.7	eV
SMILES	[H]/N=C\C=C.[H]/N=N/OC

Each line ends with the Löwdin charge.
Cartesian coordinates (Å):
H -1.0749 2.0898 -0.4191  0.05
N -1.1559 1.6985 0.5191  0.08
C -1.4562 0.4780 0.5354  -0.30
C -1.9725 -0.3734 -0.6856  -0.16
C -1.6914 -1.6516 -0.7562  -0.02
H -1.6069 0.0041 1.5014  0.09
H -2.4203 0.2350 -1.4472  0.08
H -0.9738 -1.9656 0.1242  0.08
H -1.8756 -2.3357 -1.5621  0.05
H 0.9596 -1.0348 2.2924  0.07
N 1.3900 -0.5140 1.5300  0.11
N 0.7186 -0.6847 0.4818  -0.12
O 1.2436 -0.0863 -0.6075  -0.17
C 2.2917 0.8589 -0.4060  -0.09
H 3.1950 0.3421 -0.0789  0.08
H 2.0045 1.5950 0.3508  0.08
H 2.4244 1.3447 -1.3727  0.09

---

Last place for stability: run ii

---

Run i
Formula: C4H9N3O
Source: the Open Molecules 2025 dataset
Level of theory: ωB97M-V/def2-TZVPD

Properties
LUMO energy	0.9	eV
SMILES	C=CC(=C)O.[H]/N=N\N

Each line ends with the Löwdin charge.
Cartesian coordinates (Å):
C -1.4628 -0.2422 -1.7214  0.03
C -1.1725 0.9034 -1.1119  -0.12
C 0.1035 1.2424 -0.4878  -0.43
C 0.2554 2.3350 0.2658  0.07
O 1.1706 0.4108 -0.6810  0.01
H -2.4328 -0.4084 -2.1586  0.06
H -0.7729 -1.0702 -1.8054  0.05
H -1.9143 1.6875 -1.0574  0.11
H 1.2151 2.5949 0.6762  0.06
H -0.5675 3.0015 0.4451  0.06
H 0.9341 -0.2579 -1.3359  0.07
H 1.5291 -1.8880 0.2499  0.06
N 0.6715 -2.5300 0.2513  -0.01
N 0.1027 -2.3938 1.3088  -0.14
N 0.6656 -1.3898 2.1405  -0.02
H 1.6074 -0.9942 2.1657  0.09
H 0.0678 -1.0010 2.8562  0.07

---

Run ii
Formula: C4H9N3O
Source: the Open Molecules 2025 dataset
Level of theory: ωB97M-V/def2-TZVPD

Properties
LUMO energy	0.9	eV
SMILES	[H]/N=C(\N)N1C[C@H]1CO

Each line ends with the Löwdin charge.
Cartesian coordinates (Å):
H -2.7447 -1.6384 -0.9726  0.05
N -2.1013 -0.8655 -0.8882  0.15
C -1.1586 -1.0183 -0.0850  -0.57
N -0.7448 -2.1136 0.6405  0.13
N -0.3655 -0.0028 0.4729  0.00
C -0.8125 1.3822 0.1179  -0.09
C 0.4405 0.8854 -0.4301  -0.25
C 1.7320 1.4153 0.0735  -0.27
O 2.6906 0.4664 -0.1117  -0.04
H -1.4431 -2.7820 0.8422  0.08
H -0.0746 -2.0278 1.3809  0.09
H -0.8525 2.0724 0.9666  0.11
H -1.6688 1.4312 -0.6829  0.13
H 0.4005 0.4940 -1.4743  0.16
H 1.6224 1.5401 1.1069  0.10
H 2.1552 2.3509 -0.2918  0.14
H 2.3533 -0.2859 0.3848  0.09

---

Run iii
Formula: C4H9N3O
Source: the Open Molecules 2025 dataset
Level of theory: ωB97M-V/def2-TZVPD

Properties
LUMO energy	0.9	eV
SMILES	C=CN(/C=N/O)NC

Each line ends with the Löwdin charge.
Cartesian coordinates (Å):
C 0.0721 2.3660 -0.0296  -0.01
C -0.7806 1.4128 -0.0301  -0.20
N -0.4969 0.0525 0.1001  -0.15
C 0.7873 -0.3488 0.5091  -0.11
N 1.7091 -0.3038 -0.4602  0.02
O 2.8649 -0.9005 -0.0278  -0.11
N -1.6041 -0.7362 0.5204  -0.11
C -2.4378 -1.1722 -0.5261  -0.11
H -0.2341 3.4023 -0.2072  0.06
H 1.1185 2.2324 0.0759  0.03
H -1.8014 1.6257 -0.1542  0.10
H 0.8390 -0.8663 1.4313  0.12
H 3.5944 -0.8904 -0.7379  0.14
H -1.5792 -1.1441 1.4370  0.12
H -2.7584 -0.3537 -1.1774  0.08
H -3.3035 -1.5202 -0.0469  0.07
H -1.8972 -1.9161 -1.0608  0.07

---

Run iv
Formula: C4H9N3O
Source: the Open Molecules 2025 dataset
Level of theory: ωB97M-V/def2-TZVPD

Properties
LUMO energy	-0.4	eV

Each line ends with the Löwdin charge.
Cartesian coordinates (Å):
C 1.9038 0.5275 -0.5944  -0.12
N 0.8177 0.9679 0.2494  -0.11
C 0.4900 0.1531 1.4185  -0.45
O 1.3131 -0.6551 1.8767  -0.07
H 0.6470 1.9624 0.3087  0.11
H -0.1327 0.7715 2.0965  0.12
H 2.7280 0.1456 0.0117  0.07
H 1.5579 -0.3064 -1.2067  0.06
H 2.2423 1.3348 -1.2431  0.08
C -2.1233 0.8765 -1.1364  -0.07
C -0.7846 -2.0542 0.4551  0.00
N -1.1214 0.1202 -1.0496  0.07
N -0.8632 -0.8046 0.3632  0.00
H -2.7393 1.2225 -0.3090  0.07
H -1.3797 -2.7216 -0.1655  0.08
H -2.5904 0.9279 -2.1182  0.08
H 0.0348 -2.4681 1.0429  0.09

---

Last place for stability: run iv

---

Run i
Formula: C4H9N3O
Source: the Open Molecules 2025 dataset
Level of theory: ωB97M-V/def2-TZVPD

Properties
LUMO energy	0.8	eV
SMILES	C=NC(=C)N(N)CO

Each line ends with the Löwdin charge.
Cartesian coordinates (Å):
C -2.7127 -0.4180 0.5008  -0.11
N -1.9074 -0.7149 -0.4038  0.04
C -0.2870 -0.6849 -0.2033  -0.37
C 0.2147 -1.7460 0.4217  0.02
N 0.1916 0.4142 -0.8043  -0.14
N -0.4291 1.6186 -0.4841  0.05
C 1.8722 0.4510 -0.6617  -0.15
O 2.2636 0.8761 0.6035  -0.04
H -2.3885 0.0086 1.4643  0.07
H -3.7868 -0.5035 0.3366  0.06
H -0.4711 -2.4664 0.8345  0.05
H 1.2600 -2.0015 0.3887  0.04
H -0.0370 2.0346 0.3599  0.09
H -0.3388 2.2609 -1.2634  0.09
H 2.1518 1.2245 -1.3763  0.11
H 2.2892 -0.5166 -0.9498  0.11
H 2.1154 0.1631 1.2368  0.09

---

Run ii
Formula: C4H9N3O
Source: the Open Molecules 2025 dataset
Level of theory: ωB97M-V/def2-TZVPD

Properties
LUMO energy	0.6	eV

Each line ends with the Löwdin charge.
Cartesian coordinates (Å):
C -0.7312 -0.3529 -1.5078  0.00
C 0.6994 0.0726 1.8159  -0.03
C 0.8202 0.7676 -0.7702  -0.61
C -0.5901 -0.8220 -0.1400  -0.40
N 0.4445 2.1359 -0.7117  0.11
N -1.0738 -1.9398 0.4281  0.19
N 0.2056 0.0278 0.4573  -0.02
O 1.9510 0.4440 -1.1126  -0.01
H -0.5479 2.3015 -0.8050  0.07
H 0.9698 2.6673 -1.3935  0.09
H -1.7043 -2.5179 -0.0985  0.11
H -0.7224 -2.2966 1.3034  0.11
H -0.6387 -1.1039 -2.2893  0.06
H -1.5697 0.3217 -1.6654  0.06
H -0.0709 -0.2529 2.5200  0.08
H 0.9700 1.1021 2.0444  0.09
H 1.5884 -0.5547 1.9251  0.09

---

Run iii
Formula: C4H9N3O
Source: the Open Molecules 2025 dataset
Level of theory: ωB97M-V/def2-TZVPD

Properties
LUMO energy	0.9	eV
SMILES	CN/C(=N\O)N1CC1

Each line ends with the Löwdin charge.
Cartesian coordinates (Å):
C 0.7048 1.1410 1.4493  -0.03
N 0.1610 1.6779 0.0124  0.07
C 0.0447 0.5365 -0.5134  -0.61
N 0.9962 -0.3884 -0.7922  0.01
O 2.2769 0.3511 -0.6674  -0.21
N -1.1457 -0.1268 -0.7839  0.01
C -0.9791 -1.4662 -1.3000  -0.23
C -1.3773 -1.4810 0.1323  -0.02
H 1.7395 0.9453 1.4062  0.03
H 0.1891 0.2408 2.0927  0.14
H 0.6455 1.9392 2.2558  0.08
H -0.7642 2.1778 0.1212  0.16
H 1.9671 1.4237 -1.0555  0.21
H -0.0147 -1.7662 -1.3582  0.04
H -1.7260 -1.8194 -1.9942  0.11
H -2.3904 -1.4747 0.5227  0.09
H -0.3275 -1.9106 0.4719  0.15

---

Run iv
Formula: C4H9N3O
Source: the Open Molecules 2025 dataset
Level of theory: ωB97M-V/def2-TZVPD

Properties
LUMO energy	0.9	eV
SMILES	C=CC(=O)NC(N)N

Each line ends with the Löwdin charge.
Cartesian coordinates (Å):
C 2.7452 0.7270 0.6285  0.02
C 1.6768 0.3771 1.3384  -0.11
C 0.4939 -0.4049 0.6902  -0.54
O 0.2258 -1.5650 0.9106  0.06
N -0.2636 0.5481 0.1178  0.08
C -1.3980 0.2034 -0.7484  -0.48
N -2.4048 -0.5892 -0.0762  0.06
N -0.8984 -0.4457 -1.9408  0.06
H 2.6448 0.9773 -0.4227  0.07
H 3.6855 0.9880 1.0909  0.06
H 1.7897 0.1540 2.3964  0.11
H 0.4844 1.3842 0.3121  0.19
H -1.8568 1.1538 -1.0463  0.14
H -2.8018 -0.0821 0.7071  0.08
H -1.9807 -1.4414 0.2811  0.06
H -1.6742 -0.6557 -2.5586  0.07
H -0.4677 -1.3288 -1.6802  0.07

---

Last place for stability: run iii